Formula: C18H33BF6N4O15PbS2
Source: OMol25
Level of theory: the ωB97M-V functional and the def2-TZVPD basis

Cartesian coordinates (Å):
Pb: -0.14517 1.31673 -0.10428
O: 1.88963 -9.03424 -2.12561
C: 1.20850 -8.29329 -1.40710
O: 0.74264 -7.04540 -1.77530
B: 0.06884 -6.48026 -0.60711
O: -0.10457 -7.59169 0.38605
C: 0.56878 -8.64399 -0.03420
O: 0.86044 -9.63753 0.58240
O: -1.27337 -5.98999 -0.87746
C: -1.36625 -4.66967 -0.60588
O: -2.45748 -4.01191 -0.62797
C: -0.00657 -4.22033 -0.16217
O: 0.79745 -5.34139 -0.06412
O: 0.23173 -3.01152 0.06446
C: 1.74398 3.70504 3.43236
F: 2.81346 2.90280 3.17647
F: 0.94379 3.08305 4.24012
F: 2.24318 4.79241 4.00342
S: 0.79306 4.05668 1.77819
O: 0.32997 5.44587 1.70111
O: 1.77274 3.66370 0.70890
N: -0.51708 2.85054 1.83444
S: -1.64372 3.66697 2.57268
O: -1.25107 4.51319 3.71746
O: -2.51829 4.24696 1.60099
C: -2.64244 2.18541 3.35612
F: -3.11957 1.31351 2.36073
F: -1.79048 1.54301 4.10986
F: -3.66629 2.59701 4.03502
C: 1.57305 -1.85123 -3.24877
C: 1.30040 -0.69728 -2.27076
C: 1.73199 0.69314 -2.81713
O: 1.52328 1.82082 -1.96811
C: 2.39837 2.91433 -2.32844
N: -0.08608 -0.68878 -1.82699
H: 2.63792 -1.97811 -3.44380
H: 1.08234 -1.61441 -4.19281
H: 1.27750 -2.83336 -2.87974
H: 1.86173 -0.85080 -1.34912
H: 1.43748 0.86317 -3.85271
H: 2.80515 0.51443 -2.88414
H: 3.28117 3.07093 -1.70858
H: 1.75527 3.79171 -2.39717
H: 2.76658 2.96520 -3.35310
H: -0.65462 -0.66868 -2.66154
H: -0.18917 -1.63136 -1.47914
C: 0.43104 -1.35787 3.79383
C: 0.60145 -0.28380 2.65363
C: 2.01912 -0.32825 2.03109
O: 1.98843 0.37884 0.77562
C: 3.34963 0.40088 0.23711
N: -0.45027 -0.49891 1.66404
H: 0.38134 -2.37737 3.41142
H: -0.35403 -1.08150 4.49768
H: 1.29421 -1.36259 4.45942
H: 0.49927 0.64748 3.21078
H: 2.26837 -1.38795 1.97625
H: 2.78188 0.03093 2.72195
H: 3.33506 1.31935 -0.34968
H: 3.70356 -0.33554 -0.48436
H: 4.16586 0.34231 0.95714
H: -0.35452 -1.44134 1.31367
H: -1.21434 -0.56300 2.32144
C: -2.36857 2.97730 -3.25384
C: -2.46988 3.23415 -1.71846
C: -3.23659 2.10794 -0.83353
O: -2.47626 0.96344 -0.67968
C: -3.31188 -0.22014 -0.57987
N: -1.14762 3.49819 -1.18371
H: -2.36303 3.89173 -3.84702
H: -3.31657 2.50002 -3.50201
H: -1.64080 2.18824 -3.44312
H: -3.06069 4.13994 -1.58212
H: -4.12174 1.99654 -1.45981
H: -3.59360 2.47836 0.12743
H: -3.82678 -0.27137 0.37949
H: -2.54102 -0.98504 -0.48603
H: -3.91936 -0.45814 -1.45304
H: -1.24547 4.04825 -0.34231
H: -0.81441 4.07758 -1.94093

Kohn-Sham gap	8.863	eV
highest occupied orbital energy	-9.3	eV
molar mass	941.61	u